4 unconnected molecules or ions with the total composition C14H38N3O2. Source: OMol25; level of theory: ωB97M-V with the def2-TZVPD basis set.

Computed properties:
- Total charge: +1
- Energy relative to the best compared isomer or geometry (same formula, charge and spin): 5.548 eV

Last column: Löwdin charge in e.
Element x y z (Å)
O  -0.552  1.493  0.535  0.4016
H  0.039  2.196  0.255  0.1946
H  -1.143  1.272  -0.188  0.1910
H  -0.114  0.752  0.959  0.1901
O  2.191  5.909  1.039  0.0153
C  2.006  6.823  1.809  -0.6331
N  0.867  7.154  2.432  0.1595
C  3.230  7.674  2.085  -0.0098
H  0.912  7.888  3.125  0.1085
H  -0.032  6.804  2.134  0.1099
H  3.292  8.596  1.507  0.0938
H  4.078  6.991  2.046  0.0825
H  3.246  7.678  3.175  0.0755
C  -4.788  -1.028  -1.621  -0.0741
C  -4.464  -0.738  -3.077  -0.2691
N  -3.042  -0.690  -3.409  -0.1938
C  -2.338  -1.916  -3.186  -0.2963
C  -2.847  -3.143  -3.913  -0.0844
C  -2.907  -0.290  -4.775  -0.2815
C  -3.391  1.140  -5.095  -0.0765
H  -4.911  -0.014  -1.241  0.0694
H  -4.142  -1.740  -1.108  0.0626
H  -5.771  -1.484  -1.504  0.0777
H  -5.003  -1.392  -3.763  0.1171
H  -4.907  0.230  -3.316  0.1013
H  -1.301  -1.909  -3.521  0.1104
H  -2.390  -2.140  -2.121  0.0934
H  -2.341  -4.056  -3.600  0.0810
H  -3.731  -3.411  -3.335  0.0679
H  -3.010  -2.973  -4.977  0.0797
H  -3.483  -0.946  -5.429  0.1006
H  -1.909  -0.446  -5.184  0.1199
H  -2.677  1.855  -5.503  0.0674
H  -3.725  1.668  -4.202  0.0590
H  -4.247  1.053  -5.764  0.0761
C  3.000  -0.173  3.896  -0.0893
C  2.815  -1.658  3.698  -0.2486
N  2.249  -2.121  2.380  -0.1560
C  3.169  -1.917  1.180  -0.2658
C  4.570  -2.253  1.518  -0.1223
C  1.834  -3.540  2.457  -0.2926
C  0.588  -3.686  3.243  -0.1157
H  2.103  0.415  4.086  0.0659
H  3.679  0.256  3.159  0.0652
H  3.622  -0.037  4.781  0.0771
H  3.793  -2.127  3.808  0.1032
H  2.108  -2.072  4.418  0.0995
H  3.270  -0.922  0.745  0.0913
H  2.829  -2.401  0.265  0.1053
H  5.176  -1.427  1.890  0.0836
H  5.097  -2.420  0.579  0.0784
H  4.576  -3.254  1.950  0.0859
H  1.640  -3.974  1.476  0.1165
H  2.547  -4.241  2.893  0.1131
H  0.530  -4.718  3.589  0.0816
H  0.410  -3.032  4.097  0.0677
H  -0.299  -3.557  2.623  0.0688



A molecular structure, C26H56BBrO13P2SSb. Source: OMol25; level of theory: ωB97M-V with the def2-TZVPD basis set.

Computed properties:
- Total charge: -1
- Energy relative to the best compared isomer or geometry (same formula, charge and spin): 0.576 eV

Last column: Löwdin charge in e.
Element x y z (Å)
C  -0.114  -6.613  3.784  -0.0670
C  0.447  -5.797  2.638  -0.2645
O  1.747  -5.339  2.980  -0.1419
C  2.784  -5.793  2.156  -0.1882
C  3.195  -4.775  1.078  -0.2152
O  2.145  -3.898  0.809  -0.2557
C  2.592  -2.762  0.059  -0.3355
Sb  0.862  -1.360  -0.182  1.1977
C  -0.485  -2.992  0.481  -0.3333
C  -1.984  -2.714  0.354  -0.2788
C  -2.587  -2.008  1.581  -0.2198
C  -3.929  -2.676  1.881  -0.2319
S  -4.606  -2.198  3.465  0.5636
O  -3.998  -1.026  3.983  -0.2654
O  -4.568  -3.337  4.304  -0.2810
O  -6.164  -1.946  3.192  -0.1684
C  -0.785  0.116  -0.339  -0.3401
C  -0.294  1.509  -0.734  -0.2629
C  -1.407  2.577  -0.622  -0.4061
C  -1.715  2.853  0.862  -0.0620
C  -2.648  2.242  -1.428  -0.0742
O  2.133  0.106  -0.946  -0.1744
B  3.329  -0.264  -1.366  -1.0805
O  4.477  0.110  -0.603  0.0911
O  3.568  -0.954  -2.549  0.0869
P  0.543  -2.211  -2.605  0.4118
O  -1.029  -2.815  -2.735  -0.4953
Br  0.464  -0.400  -3.989  0.2326
P  1.225  -0.503  2.171  0.8501
C  1.903  -1.813  3.307  -0.4883
C  1.874  -1.439  4.795  -0.1723
C  2.266  1.037  2.209  -0.4691
C  3.395  1.037  3.256  -0.1711
H  -1.197  -6.632  3.787  0.0707
H  0.192  -6.141  4.709  0.0730
H  0.297  -7.614  3.791  0.0667
H  -0.173  -4.931  2.439  0.0920
H  0.448  -6.398  1.734  0.1191
H  3.650  -5.952  2.790  0.1143
H  2.566  -6.754  1.693  0.1139
H  4.089  -4.248  1.421  0.1132
H  3.457  -5.291  0.151  0.1202
H  3.395  -2.312  0.643  0.0559
H  2.969  -3.160  -0.887  0.0598
H  -0.274  -3.870  -0.111  0.0475
H  -0.289  -3.184  1.523  0.0132
H  -2.467  -3.690  0.321  0.0945
H  -2.267  -2.225  -0.567  0.0781
H  -2.815  -0.975  1.368  0.0982
H  -1.926  -2.104  2.428  0.1053
H  -3.863  -3.750  1.897  0.0957
H  -4.613  -2.383  1.095  0.1069
H  -6.276  -1.027  2.894  0.0948
H  -1.197  0.215  0.655  0.0170
H  -1.506  -0.186  -1.089  0.0379
H  0.433  1.796  0.014  0.0820
H  0.134  1.509  -1.728  0.0618
H  -0.994  3.493  -1.031  0.1027
H  -1.130  2.201  1.501  0.0561
H  -1.443  3.866  1.125  0.0532
H  -2.747  2.643  1.111  0.0693
H  -3.464  2.898  -1.148  0.0706
H  -2.998  1.227  -1.283  0.0641
H  -2.459  2.394  -2.489  0.0449
H  4.787  -0.635  -0.070  0.0728
H  4.294  -1.573  -2.374  0.0967
H  -1.527  -2.189  -3.287  0.0004
H  2.899  -2.112  2.984  0.0528
H  1.276  -2.683  3.180  0.0350
H  1.766  -2.344  5.380  0.0573
H  1.082  -0.725  4.981  0.0538
H  2.820  -0.988  5.057  0.0401
H  1.619  1.864  2.472  0.0446
H  2.727  1.267  1.256  0.0446
H  4.031  0.170  3.121  0.0579
H  2.986  1.086  4.252  0.0487
H  4.020  1.897  3.049  0.0590
O  -2.304  5.969  -0.369  0.1349
C  -1.293  6.564  -0.576  -0.4850
O  -0.069  6.056  -0.283  0.0208
C  0.951  7.030  -0.541  -0.1553
C  0.335  8.000  -1.541  -0.1584
C  -1.141  7.964  -1.146  -0.0761
H  1.212  7.516  0.402  0.1251
H  1.832  6.525  -0.930  0.1260
H  0.782  8.992  -1.509  0.1108
H  0.453  7.611  -2.554  0.1152
H  -1.375  8.686  -0.362  0.1277
H  -1.806  8.106  -1.993  0.1218
O  -2.578  2.243  -4.616  0.1150
C  -1.853  2.383  -5.554  -0.4868
O  -2.112  1.846  -6.777  0.0187
C  -1.012  2.094  -7.666  -0.1624
C  -0.287  3.300  -7.083  -0.1569
C  -0.528  3.118  -5.586  -0.0765
H  -0.381  1.203  -7.690  0.1257
H  -1.400  2.277  -8.666  0.1192
H  0.764  3.344  -7.364  0.1129
H  -0.765  4.220  -7.425  0.1129
H  0.230  2.484  -5.121  0.0998
H  -0.601  4.063  -5.056  0.1230



8 unconnected molecules or ions with the total composition C16H52N4O8. Source: OMol25; level of theory: ωB97M-V with the def2-TZVPD basis set.

Computed properties:
- Energy relative to the best compared isomer or geometry (same formula, charge and spin): 4.469 eV
- SMILES: COC[C@H](C)N.COC[C@H](C)N.COC[C@H](C)N.COC[C@H](C)N.O.O.O.O

Last column: Löwdin charge in e.
Element x y z (Å)
O  4.421  -3.816  -4.466  -0.0573
H  3.480  -3.707  -4.331  0.0214
H  4.779  -3.922  -3.585  0.0272
O  0.947  2.314  -3.509  -0.0543
H  1.678  2.919  -3.634  0.0286
H  0.381  2.460  -4.267  0.0283
O  1.584  -0.396  -0.105  -0.0558
H  1.236  0.413  -0.481  0.0254
H  2.263  -0.673  -0.719  0.0286
O  4.358  -0.963  3.484  -0.0550
H  3.682  -0.767  2.835  0.0243
H  3.922  -1.529  4.121  0.0276
C  8.534  -0.536  -2.026  -0.0933
C  8.071  -1.610  -1.114  -0.4516
C  8.851  -1.498  0.203  -0.2094
O  8.611  -2.778  0.800  -0.1897
C  8.877  -2.798  2.190  -0.1081
N  6.632  -1.348  -0.911  0.0471
H  7.937  -0.656  -2.930  0.0857
H  9.545  -0.676  -2.409  0.0819
H  8.414  0.453  -1.583  0.0887
H  8.268  -2.642  -1.405  0.1415
H  8.552  -0.651  0.820  0.1266
H  9.882  -1.321  -0.102  0.1196
H  8.546  -1.894  2.700  0.0824
H  9.952  -2.809  2.374  0.0814
H  8.429  -3.715  2.573  0.0900
H  6.552  -1.566  0.072  0.0599
H  6.593  -0.349  -1.050  0.0524
C  -4.709  3.290  -0.678  -0.0684
C  -5.559  3.826  -1.797  -0.4015
C  -6.781  4.785  -1.339  -0.1212
O  -7.771  4.093  -0.500  -0.2042
C  -8.392  4.777  0.489  -0.1687
N  -4.745  4.404  -2.911  0.0132
H  -5.156  2.691  0.116  0.0804
H  -4.038  4.044  -0.266  0.0828
H  -4.121  2.502  -1.148  0.0696
H  -6.090  3.055  -2.357  0.1203
H  -7.243  5.380  -2.126  0.1125
H  -6.338  5.547  -0.698  0.1080
H  -8.729  5.676  -0.027  0.0821
H  -7.662  4.944  1.282  0.0920
H  -9.362  4.551  0.933  0.0871
H  -4.234  3.675  -3.388  0.0588
H  -5.328  4.763  -3.654  0.0573
C  -0.898  -5.346  -3.527  -0.0697
C  -1.195  -4.105  -4.463  -0.3966
C  -2.678  -3.550  -4.593  -0.1743
O  -2.736  -2.283  -5.256  -0.1992
C  -4.020  -1.732  -5.219  -0.1270
N  -0.324  -3.184  -3.819  -0.0049
H  -1.498  -6.202  -3.836  0.0588
H  -1.175  -5.180  -2.486  0.0713
H  0.108  -5.751  -3.630  0.0716
H  -0.747  -4.276  -5.441  0.1333
H  -3.072  -3.549  -3.577  0.1187
H  -3.219  -4.214  -5.267  0.1197
H  -4.400  -1.884  -4.209  0.0772
H  -4.689  -2.227  -5.923  0.0909
H  -3.960  -0.644  -5.237  0.0883
H  -0.752  -2.850  -2.968  0.0751
H  -0.162  -2.327  -4.328  0.0724
C  -2.019  0.595  4.884  -0.0582
C  -2.169  0.521  6.432  -0.4486
C  -2.783  1.840  6.957  -0.2222
O  -2.121  3.013  6.546  -0.1890
C  -0.777  3.116  7.086  -0.0888
N  -3.030  -0.560  6.784  0.0395
H  -1.529  1.435  4.392  0.0739
H  -2.915  0.418  4.288  0.0753
H  -1.458  -0.275  4.542  0.0675
H  -1.191  0.422  6.903  0.1240
H  -2.703  1.751  8.041  0.1125
H  -3.837  1.900  6.688  0.1267
H  -0.142  2.390  6.578  0.0737
H  -0.673  3.066  8.169  0.0904
H  -0.334  4.019  6.667  0.0848
H  -2.502  -1.163  7.398  0.0749
H  -3.118  -1.122  5.949  0.0636



A single C7H11N2OPS molecule. Source: OMol25; level of theory: ωB97M-V with the def2-TZVPD basis set.

Computed properties:
- Energy relative to the best compared isomer or geometry (same formula, charge and spin): 3.094 eV

Last column: Löwdin charge in e.
Element x y z (Å)
C  -5.153  0.465  0.702  0.1733
C  -3.922  0.423  0.585  -0.1819
C  -1.745  -0.280  0.870  -0.1670
C  -2.586  0.706  0.236  -0.7597
C  0.244  -1.264  1.500  -0.1492
C  3.168  -0.310  -1.153  -0.0823
C  1.619  1.698  -0.842  -0.1748
N  -0.452  -0.357  0.629  -0.1339
N  1.850  0.278  -0.887  -0.4226
O  0.663  -2.005  -1.319  -0.4244
P  0.413  -0.568  -1.251  0.7767
S  -2.117  1.947  -0.729  0.8161
H  -6.113  0.287  1.129  0.0373
H  -2.334  -0.861  1.495  0.1016
H  1.189  -0.909  2.008  0.1070
H  -0.363  -1.849  2.247  0.0978
H  0.685  -2.159  1.019  0.0748
H  2.975  -1.036  -1.821  0.0230
H  3.781  0.380  -1.634  0.0625
H  3.521  -0.648  -0.172  0.0926
H  0.481  1.648  -0.712  -0.0199
H  2.271  2.313  -0.134  0.1038
H  1.925  2.100  -1.765  0.0492